The following is a DFT calculation (ωB97M-V/def2-TZVPD) of a molecular structure, C36H41GeN5O2PtS2Se in a non-equilibrium geometry.

Computed properties:
E_tot   -7213.66020 Ha
Total charge   +3
Kohn-Sham gap (spin up / spin down)   6.4 / 3.3 eV
Energy relative to the best compared isomer or geometry (same formula, charge and spin)   132.52 kJ/mol
Spin multiplicity   6

Each line ends with the Mulliken spin population.
CARTESIAN COORDINATES (ANGSTROEM)
Pt -0.3729 -1.1399 0.3586  1.403
C -0.4583 1.7566 -1.6583  0.012
O -1.3301 0.7071 -1.2420  0.092
C -1.9835 0.0430 -2.3230  -0.015
C -1.1005 -1.0377 -2.8675  0.002
O -0.9096 -2.0607 -1.8805  0.115
C -1.8413 -3.1524 -2.0422  0.005
H -1.0007 2.4565 -2.2958  0.001
H 0.4182 1.3732 -2.1931  -0.015
H -0.1374 2.2800 -0.7610  0.001
H -2.2553 0.7567 -3.1044  0.000
H -2.8986 -0.3805 -1.9065  -0.002
H -0.1094 -0.6446 -3.0962  0.001
H -1.5217 -1.4651 -3.7793  0.000
H -2.8721 -2.8037 -1.9587  0.002
H -1.6374 -3.8783 -1.2637  -0.005
H -1.6823 -3.6088 -3.0191  -0.001
C 1.2635 1.9623 1.7964  0.087
Ge -0.3346 0.8471 1.8265  0.148
C -0.3816 0.1015 3.6287  0.114
C 0.6467 -0.7511 4.0681  0.036
C 0.6901 -1.1759 5.3894  -0.013
C -0.3001 -0.7680 6.2784  0.023
C -1.3288 0.0627 5.8482  -0.001
C -1.3788 0.4934 4.5261  0.009
C -1.9209 1.9418 1.6778  0.063
C -1.7888 3.2764 1.9520  0.012
C -2.9055 4.1499 1.9045  0.003
C -4.1423 3.6530 1.6457  0.009
C -4.3341 2.2692 1.3930  0.000
C -5.6301 1.7407 1.1406  -0.003
C -5.8158 0.4167 0.8926  0.005
C -4.6978 -0.4530 0.8515  0.025
C -3.4490 0.0353 1.0870  0.189
C -3.2138 1.4062 1.3831  -0.049
H 1.3102 2.5124 2.7359  0.011
H 1.2554 2.6688 0.9656  -0.003
H 2.1621 1.3464 1.7209  -0.016
H 1.4233 -1.0719 3.3813  -0.008
H 1.5009 -1.8083 5.7291  0.000
H -0.2633 -1.0900 7.3112  0.001
H -2.0862 0.3925 6.5495  0.001
H -2.1735 1.1592 4.2060  0.003
H -0.8209 3.6924 2.2091  0.005
H -2.7671 5.2070 2.0864  0.000
H -5.0071 4.3055 1.6495  0.000
H -6.4744 2.4199 1.1399  0.000
H -6.8096 0.0260 0.7183  0.001
H -4.8458 -1.5055 0.6350  0.002
H -2.5937 -0.6451 1.0201  -0.004
C 7.5529 3.6561 -2.6676  0.002
C 6.2211 3.0452 -2.9346  0.005
C 5.5238 3.1335 -4.1285  0.086
C 4.2907 2.4999 -4.2609  -0.051
N 3.7666 1.7776 -3.2389  0.103
C 4.4221 1.7281 -2.1077  -0.061
S 3.7693 0.8986 -0.7213  0.930
N 5.6280 2.3442 -1.9517  0.051
C 3.4974 2.6055 -5.5157  0.004
H 7.9296 4.1628 -3.5512  -0.001
H 8.2696 2.8863 -2.3715  0.000
H 7.4841 4.3784 -1.8505  0.000
H 5.9414 3.6977 -4.9517  0.003
H 6.0899 2.2691 -1.0497  -0.004
H 4.1290 2.4465 -6.3899  -0.003
H 3.0933 3.6187 -5.5963  -0.004
H 2.6730 1.8990 -5.5139  -0.001
S -0.5929 -3.3465 1.1625  0.420
C -1.5890 -3.5604 2.5916  0.017
N -2.2380 -2.5667 3.2232  0.004
C -3.0665 -2.8088 4.2567  -0.003
C -3.2311 -4.0938 4.6913  0.015
C -2.4670 -5.0676 4.0566  -0.004
N -1.6777 -4.8025 3.0157  0.019
H -2.0510 -1.5967 2.9690  -0.015
H -3.5459 -1.9475 4.6983  0.000
H -3.9001 -4.3297 5.5049  0.000
H -2.4806 -6.0975 4.3933  0.000
Se 1.9999 -1.7541 -0.5548  1.223
C 2.0362 -2.5125 -2.2986  0.009
C 1.9016 -3.8846 -2.4153  0.006
C 2.0148 -4.4246 -3.6922  0.001
N 2.2392 -3.6934 -4.7858  0.030
C 2.3687 -2.3752 -4.6359  -0.002
C 2.2782 -1.7245 -3.4117  0.021
H 1.7293 -4.5252 -1.5590  -0.013
H 1.9269 -5.4941 -3.8402  0.000
H 2.5587 -1.8111 -5.5420  0.000
H 2.4090 -0.6488 -3.3406  -0.035

Cartesian forces, eV/Å:
-0.097 -0.886 -0.797
-0.046 -0.008 -0.004
0.120 -0.042 -0.009
-0.182 0.164 0.111
0.134 -0.116 -0.060
-0.196 0.022 0.131
0.009 0.053 -0.005
0.003 0.004 -0.013
-0.025 0.008 -0.006
-0.007 -0.005 -0.004
0.003 0.045 0.024
-0.046 0.030 -0.014
-0.002 -0.001 -0.061
0.032 -0.084 0.021
-0.002 0.017 0.004
0.010 -0.004 0.004
-0.001 0.026 -0.021
0.259 -0.047 -0.370
-0.001 0.832 0.791
0.261 -0.616 0.033
-0.286 0.108 0.114
-0.001 0.033 -0.099
-0.023 -0.012 -0.035
-0.029 -0.022 0.021
-0.006 -0.117 -0.001
-0.251 -0.183 -0.312
-0.132 0.282 -0.188
0.326 -0.026 0.151
-0.229 -0.108 0.016
-0.102 -0.009 -0.034
0.120 0.245 0.024
0.059 -0.277 -0.068
-0.300 -0.025 0.048
0.172 0.206 0.095
0.048 -0.078 -0.010
-0.006 0.012 0.010
0.016 0.026 0.049
-0.018 0.019 0.101
0.010 0.010 0.005
-0.039 -0.003 0.007
0.002 0.012 -0.011
0.031 0.003 -0.010
0.022 -0.012 0.011
-0.008 0.032 -0.058
0.008 -0.013 0.065
0.013 -0.002 -0.071
0.015 -0.015 0.053
0.030 0.000 -0.030
-0.002 0.036 -0.012
-0.018 0.000 0.017
-0.058 -0.030 0.025
0.115 0.036 -0.153
0.064 0.037 0.015
-0.132 -0.086 0.082
-0.015 0.148 -0.200
0.041 -0.041 0.197
0.242 0.279 -0.289
-0.003 -0.021 0.151
0.037 -0.009 0.058
-0.011 0.001 0.000
-0.016 0.001 -0.023
-0.020 0.000 -0.021
0.014 -0.024 0.024
-0.031 -0.007 0.011
0.000 -0.009 0.008
-0.004 -0.011 0.002
0.007 -0.010 -0.001
0.131 0.110 0.263
0.170 -0.063 -0.308
0.071 0.332 -0.010
-0.019 0.037 0.108
-0.100 0.112 0.102
0.253 -0.102 -0.258
-0.170 -0.183 0.192
-0.020 -0.022 -0.006
-0.017 0.036 -0.009
0.027 0.010 0.018
-0.027 -0.009 -0.037
-0.081 0.012 0.511
-0.108 0.022 0.087
-0.015 -0.095 -0.057
0.051 0.116 -0.233
-0.056 0.131 0.324
-0.007 -0.239 -0.071
0.065 0.113 -0.040
0.003 -0.003 -0.042
-0.009 -0.008 0.002
-0.004 0.009 -0.001
-0.015 -0.089 -0.026